# C22H19N2

A gas-phase ion, C22H19N2 (charge +1) in a non-equilibrium geometry (ωB97M-V/def2-TZVPD, the OMol25 dataset).

The geometry in XYZ format:
```
43
C22H19N2, DFT ωB97M-V/def2-TZVPD
C -1.9074 -2.2361 0.4227
C -2.9515 -1.7187 1.2913
C -4.2787 -1.6476 0.8210
C -5.3171 -1.1981 1.6320
C -5.0550 -0.7809 2.9466
C -3.7367 -0.8018 3.4264
C -2.6894 -1.2554 2.6089
C -0.6431 -2.5133 0.8047
C 0.4065 -3.1178 -0.1653
C 1.8172 -2.6630 0.3557
C 2.7419 -2.0702 -0.5024
C 4.0599 -1.8673 -0.0967
C 4.4624 -2.2398 1.1865
C 3.5372 -2.7730 2.0871
C 2.2006 -2.9467 1.6789
H -2.1816 -2.4346 -0.6198
H -4.5022 -1.9768 -0.1929
H -6.3444 -1.1763 1.2684
H -5.8575 -0.4401 3.6031
H -3.5097 -0.4815 4.4465
H -1.6672 -1.2620 2.9838
H -0.3256 -2.2729 1.8224
H 0.2071 -2.8110 -1.2042
H 2.4274 -1.7624 -1.4984
H 4.7807 -1.4124 -0.7687
H 5.4886 -2.1200 1.5146
H 3.8031 -3.0635 3.1085
H 1.4437 -3.2975 2.3884
C 0.3485 -4.6695 -0.3660
C -0.8779 -5.2425 -1.0497
N -0.6310 -5.8787 -2.2123
C 0.7705 -5.9101 -2.4557
C 1.4344 -5.2960 -1.4040
C 2.8259 -5.3714 -1.3692
C 3.4338 -5.9940 -2.4755
C 2.6676 -6.5521 -3.4812
N 1.3059 -6.5524 -3.4623
H 0.5003 -4.9620 0.6635
H -1.8998 -5.1402 -0.6538
H -1.2720 -6.3805 -2.8495
H 3.3582 -4.9588 -0.4888
H 4.5048 -6.0373 -2.5114
H 3.1417 -7.0155 -4.3359
```

Its SMILES is C1=[NH+]c2ncccc2[C@H]1[C@@H](/C=C/c1ccccc1)c1ccccc1. The max |F| comes out at 0.0581 hartree/bohr. The value obtained for the energy above the lowest of the compared OMol25 structures with the same formula, charge and spin is 37.1 kJ/mol. The calculation puts the LUMO energy at -4.95 eV. As for the net charge: +1.

Partial atomic charges computed with the Mulliken method, in multiples of e: C -0.26; C 0.81; C -0.46; C -0.57; C -0.42; C -0.58; C -0.44; C -0.88; C 0.20; C -0.06; C -0.06; C -0.70; C -0.45; C -0.80; C -0.16; H 0.46; H 0.31; H 0.37; H 0.37; H 0.36; H 0.35; H 0.08; H 0.75; H 0.39; H 0.42; H 0.41; H 0.38; H 0.30; C 0.03; C -0.54; N 0.09; C -0.15; C 0.47; C -0.01; C -0.61; C -0.44; N -0.63; H 0.52; H 0.56; H 0.34; H 0.42; H 0.42; H 0.40

=====

# C6H4NO2PdS4Sb

A molecular structure, C6H4NO2PdS4Sb in a non-equilibrium geometry (ωB97M-V/def2-TZVPD, the OMol25 dataset).

The geometry in XYZ format:
```
19
C6H4NO2PdS4Sb, DFT ωB97M-V/def2-TZVPD
Pd 0.2718 0.1696 0.0736
O 1.3489 -3.8002 -0.2828
C 0.7792 -2.7337 -0.1964
O 1.3312 -1.5689 -0.1752
C -0.7508 -2.7275 -0.1208
C -1.4545 -3.9167 -0.0280
C -2.8364 -3.8669 0.0345
C -3.4690 -2.6317 0.0081
C -2.6934 -1.4902 -0.0852
N -1.3654 -1.5468 -0.1581
H -0.8973 -4.8425 -0.0056
H -3.4169 -4.7773 0.1041
H -4.5456 -2.5512 0.0588
H -3.1370 -0.5028 -0.1040
S -1.8311 2.7125 4.0539
Sb 0.2039 2.6490 2.8795
S 0.1590 0.2345 2.2640
S -0.3259 2.2194 -0.2256
S 1.4030 2.2152 4.8823
```

Its spin multiplicity is 5. Its expectation value of S² is 6.041. The max |F| comes out at 0.0229 hartree/bohr. The value obtained for the energy above the lowest of the compared OMol25 structures with the same formula, charge and spin is 54.2 kJ/mol. The calculation puts the LUMO energy (alpha / beta) at -2.28 / -3.46 eV. As for the net charge: 0.

Partial atomic charges computed with the Mulliken method, in multiples of e: Pd 0.47; O -0.63; C 0.60; O -0.63; C 0.41; C -0.40; C -0.25; C -0.59; C -0.29; N -0.15; H 0.46; H 0.42; H 0.38; H 0.40; S -0.27; Sb 0.76; S -0.09; S -0.30; S -0.29

=====

# C8H16O16S4

4 unconnected molecules or ions with the total composition C8H16O16S4 in a non-equilibrium geometry (ωB97M-V/def2-TZVPD, the OMol25 dataset).

The geometry in XYZ format:
```
44
C8H16O16S4, DFT ωB97M-V/def2-TZVPD
C -0.3646 2.8911 10.0818
C 0.8112 1.8887 10.0924
O 1.0690 1.5006 8.8153
S 0.4577 2.5007 7.6582
O -0.0564 1.7802 6.5628
O 1.2485 3.7057 7.5132
O -0.8139 2.6940 8.7605
H -0.0650 3.9277 10.2364
H -1.1565 2.6187 10.7794
H 0.4994 0.9668 10.5833
H 1.7212 2.2409 10.5781
C -4.2759 -0.7802 4.5639
C -5.2079 -1.2163 5.7034
O -5.5368 0.0376 6.3565
S -5.6088 1.3203 5.2898
O -5.0384 2.5076 5.9188
O -6.9874 1.2897 4.7124
O -4.4646 0.6311 4.2896
H -4.4892 -1.3457 3.6568
H -3.2057 -0.8064 4.7691
H -4.6684 -1.9757 6.2694
H -6.1746 -1.6414 5.4337
C -2.4528 1.3006 7.9939
C -1.6686 0.4301 8.8938
O -2.5478 -0.5883 9.3343
S -3.8114 -0.7281 8.2629
O -4.9832 -0.1426 8.9337
O -3.7759 -2.0779 7.6992
O -3.2815 0.4498 7.2551
H -1.9019 1.8921 7.2626
H -3.1126 1.9570 8.5613
H -1.3235 0.9593 9.7821
H -0.8218 -0.0040 8.3622
C -6.6743 -1.1221 9.3382
C -7.6988 -2.0715 9.6676
O -8.1551 -2.5236 8.4926
S -7.0947 -2.3799 7.2599
O -7.5787 -1.5238 6.1888
O -6.5784 -3.7202 6.8336
O -5.9868 -1.6863 8.2870
H -6.0434 -0.8162 10.1727
H -7.2333 -0.2564 8.9830
H -8.5108 -1.7199 10.3042
H -7.2215 -2.8995 10.1917
```

Its SMILES is O=S1(=O)OCCO1.O=S1(=O)OCCO1.O=S1(=O)OCCO1.O=S1(=O)OCCO1. The max |F| comes out at 0.1582 hartree/bohr. The value obtained for the energy above the lowest of the compared OMol25 structures with the same formula, charge and spin is 755.9 kJ/mol. The calculation puts the LUMO energy at 0.08 eV. As for the net charge: 0.

Partial atomic charges computed with the Mulliken method, in multiples of e: C -0.51; C -0.26; O -0.31; S 1.20; O -0.46; O -0.56; O -0.34; H 0.27; H 0.29; H 0.35; H 0.32; C -0.43; C -0.99; O -0.17; S 1.13; O -0.55; O -0.58; O -0.40; H 0.38; H 0.21; H 0.61; H 0.78; C -0.55; C 0.34; O -0.37; S 1.60; O -0.64; O -0.66; O -0.20; H 0.63; H 0.15; H -0.39; H 0.18; C -0.40; C -0.38; O -0.34; S 0.93; O -0.50; O -0.60; O -0.06; H 0.45; H 0.18; H 0.31; H 0.32

=====

# C8H9NO

2 unconnected molecules or ions with the total composition C8H9NO in a non-equilibrium geometry (ωB97M-V/def2-TZVPD, the OMol25 dataset).

The geometry in XYZ format:
```
19
C8H9NO, DFT ωB97M-V/def2-TZVPD
C 1.2849 2.2183 1.0636
C 2.1177 1.0960 1.1196
C 0.0491 2.1261 0.4559
C 1.6055 -0.1355 0.6994
C -0.4251 0.8885 0.0459
C 0.3494 -0.2678 0.2215
C -2.5164 -1.1071 -1.1174
C -0.3916 -1.5110 -0.2499
N -1.6978 -1.5087 -0.2849
O 0.2825 -2.6316 0.0894
H 1.8681 3.0606 1.0231
H 3.0551 1.2272 1.4774
H -0.5094 3.0238 0.3184
H 2.2901 -0.9882 0.7921
H -1.3664 0.8851 -0.3399
H -3.5294 -0.9675 -0.9289
H -2.1371 -0.8809 -2.1952
H -0.0766 -1.0903 -2.0885
H -0.2524 -3.4372 -0.1016
```

The max |F| comes out at 0.1061 hartree/bohr. The value obtained for the energy above the lowest of the compared OMol25 structures with the same formula, charge and spin is 477.4 kJ/mol. The calculation puts the LUMO energy (alpha / beta) at 0.21 / 0.21 eV. As for the net charge: 0.

Partial atomic charges computed with the Mulliken method, in multiples of e: C -0.72; C -0.45; C -0.54; C -0.29; C -0.50; C 0.79; C -0.39; C -0.24; N -0.11; O -0.33; H 0.35; H 0.51; H 0.38; H 0.35; H 0.29; H 0.34; H 0.29; H 0.01; H 0.28

=====

# BeCl3

A molecular structure, BeCl3 in a non-equilibrium geometry (ωB97M-V/def2-TZVPD, the OMol25 dataset).

The geometry in XYZ format:
```
4
BeCl3, DFT ωB97M-V/def2-TZVPD
Be 8.7713 9.3757 2.8648
Cl 9.9294 10.7671 0.6024
Cl 8.2533 11.7839 4.0927
Cl 10.0375 8.4437 5.2486
```

The max |F| comes out at 0.0825 hartree/bohr. The value obtained for the energy above the lowest of the compared OMol25 structures with the same formula, charge and spin is 389.8 kJ/mol. The calculation puts the LUMO energy at 0.29 eV. As for the net charge: -1.

Partial atomic charges computed with the Mulliken method, in multiples of e: Be 0.80; Cl -0.62; Cl -0.58; Cl -0.61

=====

# C3H10NOS

2 unconnected molecules or ions with the total composition C3H10NOS in a non-equilibrium geometry (ωB97M-V/def2-TZVPD, the OMol25 dataset).

The geometry in XYZ format:
```
16
C3H10NOS, DFT ωB97M-V/def2-TZVPD
C 0.4511 -0.5763 -1.5246
S 0.5971 1.2098 -1.8044
C -0.1965 2.0508 -0.4680
H 1.1910 -1.0301 -2.2727
H 0.7140 -0.6618 -0.4596
H -0.6268 -0.9019 -1.6488
H -1.2563 1.8269 -0.4268
H 0.0518 3.1501 -0.5089
H 0.2657 1.8097 0.5615
N -1.0571 -0.7565 2.7732
C 0.0500 -1.1876 1.7773
O -0.3899 -1.9428 0.7467
H -0.9382 -1.3371 3.5443
H -1.7419 -1.2173 2.2135
H 0.9023 -1.6610 2.2964
H 0.5758 -0.2172 1.4775
```

The max |F| comes out at 0.0561 hartree/bohr. The value obtained for the energy above the lowest of the compared OMol25 structures with the same formula, charge and spin is 243.0 kJ/mol. The calculation puts the LUMO energy at 3.45 eV. As for the net charge: -1.

Partial atomic charges computed with the Mulliken method, in multiples of e: C -0.20; S -0.17; C -0.75; H 0.26; H -0.15; H 0.19; H 0.25; H 0.28; H 0.22; N -0.75; C 0.14; O -0.82; H 0.28; H 0.24; H 0.16; H -0.18